A structure of composition C48H60NO3P2RbS2 in a non-equilibrium geometry. Source: the Open Molecules 2025 dataset; level of theory: the ωB97M-V functional and the def2-TZVPD basis.

The geometry in XYZ format:
```
117
Properties=species:S:1:pos:R:3:forces:R:3:lowdin_charge:R:1
Rb 2.653 -15.775 14.915 -0.210 -0.076 -0.104 0.638
C -2.344 -18.396 20.135 0.720 -0.170 -0.343 -0.104
C -1.457 -19.381 19.678 -1.470 -0.987 0.647 -0.113
C -0.367 -19.069 18.913 0.586 -0.830 -0.347 -0.126
C -0.069 -17.757 18.583 -0.656 -0.296 0.673 -0.378
C -0.975 -16.794 18.996 0.626 -0.329 0.049 -0.104
C -2.073 -17.095 19.763 -1.450 0.698 0.504 -0.103
P 1.509 -17.270 17.845 0.139 0.207 -0.924 1.044
C 1.508 -18.600 16.555 -0.357 0.894 0.362 -0.399
C 0.704 -18.336 15.457 -0.760 -0.432 -0.622 -0.149
C 0.583 -19.258 14.401 0.318 0.385 0.320 -0.085
C 1.295 -20.449 14.478 -0.501 0.113 -0.311 -0.106
C 2.063 -20.714 15.611 -0.146 -0.543 -0.757 -0.116
C 2.178 -19.806 16.627 0.909 -0.070 0.649 -0.111
C 2.611 -17.904 19.132 1.154 -0.189 0.923 -0.317
C 2.402 -18.463 20.374 0.105 0.553 -0.180 -0.067
C 3.525 -18.630 21.248 -0.919 -0.362 -0.276 -0.114
C 4.795 -18.356 20.867 1.758 -0.576 -0.160 -0.069
C 5.084 -17.914 19.537 -1.354 0.391 0.371 -0.194
C 6.334 -17.635 18.970 0.661 -0.136 0.577 -0.091
C 6.442 -17.061 17.741 0.076 -0.091 -0.831 -0.104
C 5.292 -16.845 16.923 0.680 0.232 0.654 -0.187
C 4.035 -17.122 17.398 -0.164 0.214 -0.461 -0.184
C 3.962 -17.625 18.734 -0.343 -0.124 -0.829 -0.246
H -3.193 -18.645 20.754 -0.103 -0.059 -0.015 0.086
H -1.701 -20.437 19.897 0.317 0.562 -0.050 0.099
H 0.293 -19.881 18.573 -0.278 0.396 0.160 0.112
H -0.786 -15.781 18.776 0.191 1.132 -0.424 0.074
H -2.756 -16.265 20.037 0.475 -0.647 -0.081 0.112
H 0.071 -17.442 15.407 0.424 -0.141 0.072 0.103
H -0.015 -18.977 13.532 0.196 -0.238 0.287 0.084
H 1.209 -21.159 13.651 0.164 0.075 0.336 0.095
H 2.578 -21.653 15.696 0.232 -0.314 -0.057 0.088
H 2.868 -20.045 17.451 -0.498 0.309 -0.224 0.120
H 1.395 -18.705 20.704 0.183 -0.014 0.121 0.088
H 3.360 -19.066 22.219 -0.110 0.022 0.313 0.082
H 5.651 -18.596 21.544 -0.778 0.319 -0.466 0.108
H 7.222 -17.900 19.528 0.220 0.166 0.158 0.090
H 7.438 -16.816 17.369 -0.098 -0.050 -0.057 0.086
H 5.468 -16.421 15.923 0.004 -0.101 0.153 0.042
O 1.580 -13.318 15.918 0.452 -0.209 -0.209 -0.166
C 2.065 -12.134 15.318 -0.065 0.235 0.296 -0.227
C 1.887 -12.106 13.825 0.423 -0.672 0.872 -0.260
C 0.922 -11.386 13.157 -0.815 1.398 0.629 -0.044
C 0.855 -11.474 11.780 0.198 -0.430 -0.314 -0.064
C 1.705 -12.385 11.129 -0.853 1.253 0.226 -0.070
C 2.619 -13.046 11.907 0.812 -0.361 -1.078 -0.150
N 2.752 -12.902 13.209 0.200 -0.248 -0.049 0.097
H 0.624 -13.251 16.025 -0.516 0.256 0.041 0.026
H 3.130 -12.078 15.560 -0.046 -0.049 -0.144 0.116
H 1.588 -11.277 15.750 -0.406 0.596 0.379 0.094
H 0.251 -10.697 13.744 0.724 -0.963 -0.720 0.105
H 0.133 -10.846 11.267 0.090 -0.239 -0.209 0.107
H 1.708 -12.530 10.056 -0.138 -0.002 0.064 0.108
H 3.349 -13.661 11.385 -0.018 -0.260 0.300 0.095
O 5.322 -13.485 14.586 0.133 -0.218 0.592 -0.117
H 4.498 -13.264 14.102 -0.055 -0.465 0.399 -0.013
H 5.148 -14.131 15.309 -0.091 0.764 -0.900 0.026
C -0.396 -16.439 10.051 0.476 0.312 -0.099 -0.126
C 0.242 -15.730 11.267 0.502 -0.040 0.375 -0.573
C -0.602 -14.543 11.749 0.154 -1.616 0.883 -0.119
C 0.579 -16.660 12.462 0.760 0.065 -1.042 -0.227
H -0.538 -15.732 9.205 0.103 -0.328 0.106 0.053
H -1.360 -16.912 10.258 -0.013 0.140 0.299 0.060
H 0.293 -17.247 9.768 -0.195 0.173 -0.253 0.052
H 1.221 -15.300 10.925 -0.480 -0.250 -0.203 0.084
H -1.538 -14.993 12.125 0.127 0.469 0.030 0.087
H -0.823 -13.828 10.986 -0.144 0.644 -0.551 0.049
H -0.054 -14.105 12.594 -0.416 0.172 -0.161 0.063
H 0.939 -17.635 12.028 -0.127 0.466 0.291 -0.019
H -0.337 -16.886 12.992 -0.649 -0.111 0.315 -0.030
C 7.422 -16.609 10.161 -0.707 -0.309 -0.382 -0.093
C 6.215 -15.883 10.789 -0.015 -0.412 -0.302 -0.691
C 6.524 -14.380 10.766 -0.392 -0.129 0.379 -0.101
C 4.957 -16.157 9.911 0.990 -0.393 -0.236 -0.084
P 5.823 -16.403 12.544 -0.101 0.023 0.446 1.162
C 7.502 -16.382 13.315 0.577 0.845 0.633 -0.337
C 7.971 -15.136 13.818 -1.252 0.093 -0.368 -0.112
C 9.132 -15.002 14.536 0.360 0.280 0.700 -0.099
C 9.862 -16.130 14.887 -0.051 -0.293 -0.654 -0.109
C 9.447 -17.372 14.422 -0.097 0.090 0.387 -0.087
C 8.297 -17.476 13.633 0.208 -0.420 -0.218 -0.103
C 5.249 -18.202 12.557 -0.105 -0.239 -0.009 -0.674
C 5.996 -19.241 11.716 -1.223 -1.168 0.001 -0.102
C 5.251 -18.685 14.013 -1.899 0.328 0.414 -0.103
C 3.751 -18.211 12.150 0.252 0.200 1.022 -0.116
H 7.544 -16.276 9.115 -0.045 -0.064 0.212 0.080
H 7.228 -17.690 10.147 0.297 0.315 -0.050 0.056
H 8.351 -16.410 10.677 0.167 0.037 0.274 0.071
H 6.712 -14.113 9.746 0.273 0.236 -0.818 0.066
H 7.392 -14.085 11.354 0.046 -0.208 0.093 0.070
H 5.686 -13.764 11.080 -0.199 -0.037 0.272 0.066
H 5.189 -15.722 8.931 -0.289 0.028 -0.010 0.079
H 4.044 -15.727 10.302 -0.184 0.168 0.167 0.065
H 4.782 -17.239 9.746 0.198 0.596 0.164 0.069
H 7.336 -14.250 13.757 0.028 -0.289 -0.289 0.078
H 9.398 -14.017 14.950 -0.067 -0.516 -0.340 0.109
H 10.764 -16.039 15.462 0.211 -0.012 0.358 0.087
H 9.967 -18.268 14.779 -0.134 0.250 -0.437 0.101
H 8.016 -18.444 13.248 0.033 -0.098 0.248 0.076
H 7.059 -19.323 11.873 0.324 0.076 0.091 0.051
H 5.803 -19.134 10.652 0.081 0.212 -0.195 0.058
H 5.534 -20.238 11.975 0.524 0.757 -0.188 0.098
H 6.152 -18.555 14.547 1.212 -0.112 0.447 0.044
H 4.910 -19.743 14.057 0.297 0.559 -0.058 0.098
H 4.507 -18.113 14.622 0.425 -0.469 -0.487 0.062
H 3.629 -18.180 11.097 -0.227 -0.062 -1.031 0.046
H 3.177 -17.363 12.559 0.173 -0.276 -0.123 0.020
H 3.266 -19.115 12.542 0.145 0.094 -0.126 0.086
C -2.906 -12.006 13.464 -0.232 -1.466 -0.042 -0.146
O -3.136 -13.013 14.468 -0.448 0.246 -0.251 -0.291
C -2.549 -12.946 15.696 0.813 1.180 -1.338 -1.429
S -2.911 -14.156 16.717 -0.400 -0.943 0.929 0.516
S -1.441 -11.660 15.924 0.132 0.098 0.432 0.488
H -3.429 -11.090 13.678 -0.120 0.437 0.290 0.066
H -3.336 -12.477 12.567 0.209 0.261 0.130 0.087
H -1.845 -11.837 13.347 0.146 0.134 -0.116 0.018
```
Forces are in eV/Å.

HOMO = -0.7 eV
HOMO-LUMO gap = 4.27 eV
molar mass = 910.6 g mol⁻¹
energy relative to the best compared isomer or geometry (same formula, charge and spin) = 81.06 kJ/mol
charge = -2
largest force on an atom = 1.97 eV/Å
2S+1 = 1